<a>
Below is the molecule C4H6N2O4, with properties calculated with wB97M-V/def2-TZVPD.

The geometry in ORCA input format:
```
! wB97M-V def2-TZVPD RIJCOSX def2/J DEFGRID3
* xyz 0 1
C -1.727 1.814 -0.411
O -1.074 0.856 0.454
C 0.175 0.747 0.263
O 0.916 1.636 -0.165
N 0.780 -0.399 0.502
N 2.062 -0.458 0.211
C 2.812 0.495 0.044
O 3.836 1.050 -0.056
O 0.021 -1.419 1.046
C -0.478 -2.447 0.126
H -0.942 2.516 -0.660
H -2.411 2.429 0.201
H -2.347 1.331 -1.229
H -1.003 -3.237 0.687
H 0.361 -2.958 -0.260
H -0.979 -1.956 -0.754
*
```

* HOMO: -8.961 eV
* frontier orbital gap: 9.61 eV
* SMILES: COC(=O)N(N=C=O)OC

***

<b>
Below is a cluster of 2 separate species, C4H6N2O4 in total, with properties calculated with wB97M-V/def2-TZVPD.

The geometry in ORCA input format:
```
! wB97M-V def2-TZVPD RIJCOSX def2/J DEFGRID3
* xyz 0 1
C 0.818 1.352 1.105
C 0.156 0.560 0.025
N -1.239 0.664 -0.081
O -1.810 0.133 -1.049
O -1.830 1.271 0.785
N 0.923 0.188 -1.006
O 2.126 0.333 -1.016
O 0.374 -0.420 -2.070
H 0.188 1.383 1.988
H 0.977 2.377 0.765
H 1.791 0.928 1.342
H -0.635 -0.438 -1.930
C -0.799 -2.368 -0.110
C -0.111 -1.742 0.647
H -1.412 -2.780 -0.856
H 0.485 -1.443 1.462
*
```

* HOMO: -9.471 eV
* frontier orbital gap: 8.26 eV
* SMILES: C/C([N+](=O)[O-])=[N+](\[O-])O.C#C

***

It is <b> that is the least stable of them.

***

<a>
Below is the ion C3H7BrNO with charge +1, with properties calculated with wB97M-V/def2-TZVPD.

The geometry in ORCA input format:
```
! wB97M-V def2-TZVPD RIJCOSX def2/J DEFGRID3
* xyz 1 1
C 0.347 -1.374 -0.441
C 0.209 -0.134 0.430
N 0.879 1.103 0.003
C -1.577 0.452 0.253
O -1.658 1.616 -0.014
Br -3.024 -0.685 0.566
H 0.376 -1.055 -1.434
H 1.391 -1.551 -0.303
H -0.259 -2.229 -0.293
H 0.283 -0.393 1.520
H 1.359 0.902 -0.799
H 1.589 1.478 0.680
H 0.085 1.871 -0.169
*
```

* HOMO: -14.753 eV
* frontier orbital gap: 10.99 eV
* SMILES: C[C@@H]([NH3+])C(=O)Br

***

<b>
Below is the ion C3H7BrNO with charge +1, with properties calculated with wB97M-V/def2-TZVPD.

The geometry in ORCA input format:
```
! wB97M-V def2-TZVPD RIJCOSX def2/J DEFGRID3
* xyz 1 1
Br -0.621 1.385 2.169
C -0.068 -0.264 1.380
N -1.080 -0.396 -0.123
C -0.002 -0.118 -1.137
C 1.138 0.490 -0.340
O 1.122 -0.291 0.815
H -0.419 -1.280 1.829
H -1.759 0.294 -0.187
H -1.444 -1.351 -0.048
H -0.219 0.654 -1.826
H 0.272 -1.066 -1.530
H 2.113 0.498 -0.879
H 0.967 1.445 -0.122
*
```

* HOMO: -15.335 eV
* frontier orbital gap: 11.79 eV
* SMILES: Br[C@H]1[NH2+]CCO1

***

It is <b> that is the least stable of them.

***

<a>
Below is a cluster of 2 separate species, C2H6OS2 in total, with properties calculated with wB97M-V/def2-TZVPD.

The geometry in ORCA input format:
```
! wB97M-V def2-TZVPD RIJCOSX def2/J DEFGRID3
* xyz -1 2
S 3.032 1.538 2.063
S 3.317 -0.283 0.852
H 3.913 1.136 2.983
H 3.771 0.346 -0.243
C -1.302 -0.606 -0.064
C -2.340 -0.278 -0.822
O -2.318 -0.584 -2.171
H -1.267 -0.037 0.840
H -0.581 -1.312 -0.453
H -3.023 0.492 -0.475
H -3.202 -0.410 -2.509
*
```

* HOMO (alpha / beta): -0.051 / -3.516 eV
* frontier orbital gap (alpha / beta): 2.80 / 6.26 eV

***

<b>
Below is a cluster of 2 separate species, C2H6OS2 in total, with properties calculated with wB97M-V/def2-TZVPD.

The geometry in ORCA input format:
```
! wB97M-V def2-TZVPD RIJCOSX def2/J DEFGRID3
* xyz -1 2
O -0.814 -0.367 -2.718
C -1.470 -1.456 -2.792
H -1.117 -2.242 -3.478
H -2.476 -1.572 -2.337
C 0.004 1.676 -0.109
S -0.048 -0.060 0.515
S 1.165 0.124 2.162
H -0.374 2.310 0.689
H -0.687 1.539 -0.937
H 0.995 1.998 -0.419
H 0.896 -1.114 2.605
*
```

* HOMO (alpha / beta): 0.382 / -3.184 eV
* frontier orbital gap (alpha / beta): 2.55 / 6.10 eV

***

It is <b> that is the least stable of them.

***

<a>
Below is a structure of composition C24H35N2O6RuS2Si, with properties calculated with wB97M-V/def2-TZVPD.

The geometry in ORCA input format:
```
! wB97M-V def2-TZVPD RIJCOSX def2/J DEFGRID3
* xyz -2 2
Ru 0.284 -0.945 -0.282
O -0.986 -4.861 -0.026
C -0.550 -3.826 0.473
O 0.284 -3.037 -0.105
C -0.954 -3.517 1.921
C 0.161 -2.835 2.729
C -0.106 -3.026 4.230
C -1.320 -2.080 4.430
C -1.458 -1.473 3.018
O -0.112 -1.447 2.565
C -2.126 -2.496 2.087
C -2.647 -1.840 0.793
O -3.825 -2.060 0.494
O -1.866 -1.075 0.135
H -1.216 -4.477 2.366
H 1.171 -3.054 2.393
H 0.754 -2.685 4.808
H -0.318 -4.064 4.492
H -1.105 -1.306 5.169
H -2.228 -2.606 4.730
H -1.885 -0.473 2.986
H -2.996 -2.951 2.558
S 2.630 -1.332 -0.902
C 3.697 -0.425 0.148
C 5.078 -0.646 0.089
C 5.967 0.058 0.889
C 5.481 1.012 1.778
C 4.113 1.241 1.849
C 3.206 0.538 1.049
S 1.494 0.859 1.137
H 5.444 -1.395 -0.605
H 7.032 -0.139 0.820
H 6.160 1.569 2.417
H 3.716 1.979 2.538
C -1.468 -0.970 -4.982
Si -1.712 -1.082 -3.088
C -2.817 -2.569 -2.818
C -2.741 0.453 -2.726
C -0.031 -1.304 -2.336
H -2.427 -0.805 -5.486
H -1.028 -1.886 -5.386
H -0.803 -0.140 -5.245
H -3.725 -2.500 -3.426
H -3.115 -2.641 -1.770
H -2.296 -3.495 -3.079
H -3.660 0.423 -3.321
H -2.199 1.371 -2.968
H -3.000 0.482 -1.668
H 0.789 -0.835 -2.882
H 0.169 -2.379 -2.256
C 1.481 2.131 -2.246
N 0.671 2.960 -1.374
C 0.933 4.379 -1.325
C 0.638 4.913 0.065
C -0.796 4.557 0.410
N -0.995 3.137 0.268
C -2.015 2.493 1.069
C -0.336 2.375 -0.664
O -0.654 1.201 -0.822
H 2.526 2.430 -2.144
H 1.172 2.217 -3.295
H 1.396 1.092 -1.939
H 0.325 4.920 -2.067
H 1.982 4.536 -1.585
H 0.781 5.996 0.098
H 1.310 4.436 0.781
H -1.483 5.123 -0.240
H -1.029 4.833 1.442
H -1.891 2.792 2.113
H -1.896 1.415 0.984
H -3.026 2.755 0.735
*
```

* HOMO (alpha / beta): -0.776 / -0.680 eV
* frontier orbital gap (alpha / beta): 5.16 / 5.06 eV

***

<b>
Below is a structure of composition C24H35N2O6RuS2Si, with properties calculated with wB97M-V/def2-TZVPD.

The geometry in ORCA input format:
```
! wB97M-V def2-TZVPD RIJCOSX def2/J DEFGRID3
* xyz -2 2
Ru -1.610 -0.843 0.936
O -1.591 -3.159 4.470
C -1.645 -2.235 3.651
O -1.916 -2.360 2.414
C -1.455 -0.808 4.211
C -2.542 0.167 3.730
C -2.653 1.355 4.690
C -1.351 2.133 4.364
C -0.755 1.267 3.248
O -1.934 0.790 2.581
C -0.152 -0.025 3.832
C 0.812 -0.640 2.809
O 1.985 -0.817 3.144
O 0.364 -0.823 1.625
H -1.501 -0.923 5.294
H -3.476 -0.293 3.421
H -2.718 1.037 5.730
H -3.536 1.950 4.450
H -0.672 2.211 5.214
H -1.568 3.137 3.999
H -0.127 1.782 2.523
H 0.437 0.185 4.724
S -1.218 0.846 -0.612
C -2.807 1.315 -1.170
C -2.957 2.351 -2.101
C -4.206 2.740 -2.561
C -5.344 2.087 -2.097
C -5.209 1.057 -1.178
C -3.960 0.660 -0.700
S -3.839 -0.655 0.471
H -2.061 2.846 -2.456
H -4.292 3.547 -3.281
H -6.328 2.377 -2.449
H -6.088 0.538 -0.809
C 1.595 -3.466 0.313
Si 0.364 -2.895 -0.986
C 1.162 -1.583 -2.066
C 0.109 -4.415 -2.105
C -1.305 -2.410 -0.352
H 2.510 -3.819 -0.173
H 1.173 -4.295 0.891
H 1.841 -2.680 1.028
H 2.175 -1.874 -2.360
H 1.210 -0.635 -1.529
H 0.565 -1.405 -2.965
H 1.055 -4.748 -2.544
H -0.586 -4.191 -2.919
H -0.309 -5.246 -1.529
H -1.728 -3.303 0.128
H -1.915 -2.202 -1.242
C 3.568 0.010 0.240
N 3.357 0.795 -0.968
C 2.333 1.820 -0.840
C 1.735 2.193 -2.177
C 2.854 2.403 -3.175
N 3.675 1.215 -3.243
C 4.446 1.022 -4.442
C 3.998 0.468 -2.115
O 4.830 -0.437 -2.190
H 2.657 -0.529 0.504
H 3.805 0.677 1.073
H 4.390 -0.681 0.087
H 2.759 2.705 -0.344
H 1.543 1.431 -0.193
H 1.130 3.095 -2.070
H 1.067 1.402 -2.512
H 3.455 3.285 -2.897
H 2.454 2.592 -4.175
H 3.783 0.989 -5.311
H 4.987 0.084 -4.359
H 5.173 1.832 -4.599
*
```

* HOMO (alpha / beta): -1.147 / -1.118 eV
* frontier orbital gap (alpha / beta): 5.54 / 5.51 eV

***

It is <a> that is the least stable of them.

***

<a>
Below is the ion C10H16NO with charge +1, with properties calculated with wB97M-V/def2-TZVPD.

The geometry in ORCA input format:
```
! wB97M-V def2-TZVPD RIJCOSX def2/J DEFGRID3
* xyz 1 1
C -3.614 0.211 0.091
C -2.483 1.065 0.391
C -3.122 -1.104 0.043
C -1.379 0.145 0.258
C 0.478 -2.419 0.416
C 0.016 0.326 0.365
C 1.077 -1.014 0.139
C 2.182 -0.740 1.063
C 1.339 -0.882 -1.340
C 0.751 2.421 -0.660
N 0.653 1.658 0.539
O -1.782 -1.133 0.018
H -4.672 0.633 0.031
H -2.417 2.128 0.194
H -3.617 -2.077 -0.186
H 0.135 -2.851 -0.579
H 0.199 -2.960 1.364
H 2.673 0.183 0.788
H 2.944 -1.610 0.981
H 1.909 -0.674 2.053
H 0.491 -1.044 -2.026
H 2.046 -1.693 -1.505
H 1.944 0.027 -1.574
H 0.841 1.755 -1.429
H -0.152 2.972 -0.909
H 1.626 3.063 -0.668
H 0.192 2.160 1.364
H 1.746 1.454 0.777
*
```

* HOMO (alpha / beta): -11.695 / -10.995 eV
* frontier orbital gap (alpha / beta): 7.28 / 7.74 eV

***

<b>
Below is a cluster of 2 separate species, C10H16NO in total, with properties calculated with wB97M-V/def2-TZVPD.

The geometry in ORCA input format:
```
! wB97M-V def2-TZVPD RIJCOSX def2/J DEFGRID3
* xyz 1 1
C 1.298 -0.008 1.046
C 0.669 1.234 0.973
C -0.690 1.530 1.042
C -1.787 0.681 1.068
C -1.786 -0.710 1.021
C -0.684 -1.556 1.012
C 0.678 -1.258 1.023
H 2.389 -0.007 1.032
H 1.329 2.095 0.833
H -0.934 2.598 1.020
H -2.771 1.158 1.112
H -2.767 -1.198 0.991
H -0.919 -2.630 0.951
H 1.346 -2.128 0.974
C 1.222 1.244 6.520
C 2.286 1.108 5.455
O 3.531 1.008 6.146
C 2.064 -0.057 4.498
N 3.219 -0.062 3.581
H 0.234 1.379 6.074
H 1.193 0.350 7.165
H 1.425 2.119 7.150
H 2.300 2.024 4.850
H 4.202 0.774 5.473
H 2.056 -0.997 5.078
H 1.068 0.060 4.009
H 3.232 -0.863 2.958
H 3.221 0.780 3.008
*
```

* HOMO: -12.453 eV
* frontier orbital gap: 6.65 eV

***

It is <a> that is the least stable of them.

***

<a>
Below is the molecule C7H10N2O2S, with properties calculated with wB97M-V/def2-TZVPD.

The geometry in ORCA input format:
```
! wB97M-V def2-TZVPD RIJCOSX def2/J DEFGRID3
* xyz 0 1
C -1.154 -0.512 2.032
C -0.211 0.701 1.641
C 0.740 1.245 2.650
C 1.647 2.053 2.048
S 1.435 2.258 0.362
C 0.075 1.157 0.389
C -0.614 0.674 -0.810
N -0.007 -0.456 -1.481
O 0.346 -1.532 -0.694
C 0.013 -0.581 -2.884
N 0.450 -1.824 -3.263
O -0.143 0.345 -3.627
H -1.423 -0.297 3.154
H -2.151 -0.335 1.517
H -0.638 -1.431 1.945
H 0.662 1.156 3.727
H 2.502 2.545 2.597
H -0.769 1.327 -1.645
H -1.583 0.298 -0.573
H -0.562 -2.152 -0.412
H 0.613 -2.174 -4.216
H 0.772 -2.465 -2.459
*
```

* HOMO: -8.962 eV
* frontier orbital gap: 9.33 eV
* SMILES: Cc1ccsc1CN(O)C(N)=O

***

<b>
Below is the molecule C7H10N2O2S, with properties calculated with wB97M-V/def2-TZVPD.

The geometry in ORCA input format:
```
! wB97M-V def2-TZVPD RIJCOSX def2/J DEFGRID3
* xyz 0 1
C -2.530 1.296 0.057
C -1.021 0.941 0.383
C -0.505 -0.001 -0.743
C -1.109 -0.918 -1.767
C -0.252 -1.252 -2.732
S 1.445 -0.576 -2.608
C 0.847 0.237 -1.076
N -0.568 0.433 1.722
O -1.288 -0.757 2.036
C 0.892 0.441 2.049
N 1.388 -0.620 2.760
O 1.482 1.399 1.658
H -3.171 0.439 0.446
H -2.815 2.057 0.934
H -2.662 1.756 -1.027
H -0.321 1.816 0.072
H -2.060 -1.503 -1.665
H -0.361 -2.059 -3.363
H 1.550 0.948 -0.684
H -1.954 -0.524 2.613
H 2.322 -0.434 3.369
H 1.136 -1.570 3.081
*
```

* HOMO: -8.540 eV
* frontier orbital gap: 9.18 eV
* SMILES: C[C@H](c1ccsc1)N(O)C(N)=O

***

It is <b> that is the least stable of them.

***

<a>
Below is the molecule CH3NOSi, with properties calculated with wB97M-V/def2-TZVPD.

The geometry in ORCA input format:
```
! wB97M-V def2-TZVPD RIJCOSX def2/J DEFGRID3
* xyz 0 1
N -2.633 0.651 2.998
C -1.761 0.447 2.289
O -0.851 0.311 1.498
Si 0.098 0.096 0.177
H -0.562 -0.719 -1.025
H 0.553 1.407 -0.345
H 1.148 -0.906 0.528
*
```

* HOMO: -11.013 eV
* frontier orbital gap: 11.42 eV
* SMILES: N#CO[SiH3]

***

<b>
Below is the molecule CH3NOSi, with properties calculated with wB97M-V/def2-TZVPD.

The geometry in ORCA input format:
```
! wB97M-V def2-TZVPD RIJCOSX def2/J DEFGRID3
* xyz 0 1
N -1.443 2.398 -0.028
C -0.564 1.659 0.069
O 0.326 0.716 0.195
Si 0.277 -0.937 -0.052
H 1.718 -1.215 0.030
H -0.231 -1.474 1.176
H -0.082 -1.147 -1.390
*
```

* HOMO: -11.171 eV
* frontier orbital gap: 11.52 eV
* SMILES: N#CO[SiH3]

***

It is <a> that is the least stable of them.

***

<a>
Below is the molecule C4H3BrO, with properties calculated with wB97M-V/def2-TZVPD.

The geometry in ORCA input format:
```
! wB97M-V def2-TZVPD RIJCOSX def2/J DEFGRID3
* xyz 0 1
C 0.642 -0.503 1.024
C 0.822 -0.271 -0.418
O 1.784 -0.474 -1.069
C -0.472 0.353 -0.977
C -1.504 1.000 -0.916
Br -3.044 1.833 -1.375
H 0.264 -1.574 0.813
H -0.205 0.083 1.420
H 1.714 -0.447 1.498
*
```

* HOMO: -10.123 eV
* frontier orbital gap: 10.49 eV
* SMILES: CC(=O)C#CBr

***

<b>
Below is a cluster of 2 separate species, C4H3BrO in total, with properties calculated with wB97M-V/def2-TZVPD.

The geometry in ORCA input format:
```
! wB97M-V def2-TZVPD RIJCOSX def2/J DEFGRID3
* xyz 0 1
C 0.940 0.770 2.474
C 1.297 0.563 1.337
C -1.882 -0.831 -1.518
C 1.468 0.042 0.124
O -2.591 -0.602 -2.461
Br 2.609 0.988 -1.041
H 1.009 1.319 3.356
H -2.166 -1.484 -0.700
H -0.684 -0.764 -1.572
*
```

* HOMO: -9.060 eV
* frontier orbital gap: 7.15 eV

***

It is <b> that is the least stable of them.